A 2-piece molecular cluster, C9H19FN2OP overall, computed with ωB97M-V/def2-TZVPD.

CARTESIAN COORDINATES (ANGSTROEM)
C  -3.473  -3.833  0.799
C  -0.885  2.781  0.708
C  0.695  1.934  2.516
C  -0.072  0.984  -1.823
C  1.810  -0.449  -0.971
C  -2.105  -4.241  0.611
C  -1.413  -3.292  -0.371
C  -0.287  1.546  1.363
C  0.901  0.731  -0.656
N  -4.524  -3.394  0.901
N  0.403  0.604  0.626
O  -3.061  -1.046  -0.264
F  -1.720  -1.650  1.701
P  -1.589  -1.475  0.088
H  -1.284  3.438  1.475
H  -0.128  3.332  0.153
H  -1.699  2.522  0.036
H  0.154  2.509  3.261
H  1.502  2.534  2.105
H  1.109  1.045  2.980
H  -0.630  1.909  -1.735
H  0.486  1.000  -2.755
H  -0.779  0.152  -1.841
H  2.479  -0.648  -0.140
H  2.399  -0.256  -1.862
H  1.206  -1.338  -1.147
H  -2.085  -5.261  0.216
H  -1.601  -4.239  1.582
H  -1.827  -3.391  -1.379
H  -0.347  -3.516  -0.415
H  -1.069  0.983  1.898
H  1.514  1.658  -0.607
H  -3.813  -1.535  0.113

Calculated values
**Multiplicity**: 3
**Charge**: +1
**LUMO level (alpha / beta)**: -2.3 / -7.3 eV
**Gap between HOMO and LUMO (alpha / beta)**: 10.76 / 5.89 eV
**⟨S²⟩**: 2.012
**E_HOMO (alpha / beta)**: -0.481 / -0.484 Eh